1.
Density functional theory data (wB97M-V/def2-TZVPD) for C4H11NO in the gas phase.

Last columns: bonded neighbours and bond lengths (Å).
Element x y z (Å)
1 C -1.5875 1.1143 -0.0126  C2 1.519, H7 1.154, H8 1.174, H9 1.079
2 C -0.6045 -0.0309 -0.1887  C1 1.519, N3 1.437, C4 1.543, H10 1.102
3 N -1.1260 -1.3389 0.0999  C2 1.437, H11 1.077, H12 1.068
4 C 0.8178 0.1516 0.3804  C2 1.543, C5 1.512, O6 1.408, H13 1.077
5 C 1.8091 -0.8722 -0.1247  C4 1.512, H14 1.196, H15 1.122, H16 1.117
6 O 1.2448 1.4696 0.1310  C4 1.408, H17 0.977
7 H -0.9967 2.1054 -0.0237  C1 1.154
8 H -2.4688 0.9812 -0.7767  C1 1.174
9 H -2.0347 1.0135 0.9642  C1 1.079
10 H -0.4155 0.0101 -1.2733  C2 1.102
11 H -1.3178 -1.4949 1.1484  N3 1.077
12 H -2.0949 -1.2918 -0.3461  N3 1.068
13 H 0.7692 0.1655 1.4561  C4 1.077
14 H 2.9575 -0.5857 0.0471  C5 1.196
15 H 1.7464 -1.1336 -1.2145  C5 1.122
16 H 1.5599 -1.8026 0.4402  C5 1.117
17 H 1.7418 1.5394 -0.7070  O6 0.977

The LUMO energy comes out at 1.0 eV. As for the highest occupied orbital energy: -9.40 eV. As for the structure (SMILES): C[C@H](N)[C@@H](C)O. The calculated total energy is -288.96274 Ha.

2.
Density functional theory data (wB97M-V/def2-TZVPD) for a 2-piece molecular cluster, C4H11NO overall.

Last columns: bonded neighbours and bond lengths (Å).
Element x y z (Å)
1 C -3.3408 0.0347 -0.4640  C2 1.529, H6 1.164, H7 1.093, H8 1.120
2 C -2.0362 -0.6327 -0.0270  C1 1.529, C3 1.530, H9 1.091, H10 1.088
3 C -1.0196 0.2883 0.6510  C2 1.530, C4 1.340, H11 1.035
4 C 0.3147 0.1640 0.6665  C3 1.340, N5 1.398, H12 1.064
5 N 1.3510 0.7616 1.3894  C4 1.398, H13 1.001, H14 1.045
6 H -3.7932 0.3047 0.5736  C1 1.164
7 H -3.0707 0.9760 -0.9494  C1 1.093
8 H -3.9761 -0.5035 -1.2131  C1 1.120
9 H -1.5699 -1.2075 -0.8290  C2 1.091
10 H -2.1171 -1.3177 0.8143  C2 1.088
11 H -1.4490 0.9700 1.3002  C3 1.035
12 H 0.7392 -0.7010 0.2152  C4 1.064
13 H 2.1183 0.8069 0.7480  N5 1.001
14 H 1.8162 0.1744 2.1181  N5 1.045
15 O 5.5972 -0.0659 -1.3822  H16 0.942, H17 1.027
16 H 4.7215 -0.4033 -1.2979  O15 0.942
17 H 5.7146 0.3510 -2.3136  O15 1.027

The LUMO energy comes out at 0.5 eV. As for the highest occupied orbital energy: -9.08 eV. As for the structure (SMILES): CC/C=C/N.O. The calculated total energy is -288.92424 Ha.

3.
Density functional theory data (wB97M-V/def2-TZVPD) for a 2-piece molecular cluster, C4H11NO overall.

Last columns: bonded neighbours and bond lengths (Å).
Element x y z (Å)
1 C 0.2894 1.6753 1.0614  C2 1.507, H5 1.054, H6 1.048, H7 1.093
2 C -0.5689 2.1099 -0.0991  C1 1.507, N3 1.410, O4 1.215
3 N -1.3487 1.2106 -0.8551  C2 1.410, H8 1.063, H9 1.019
4 O -0.5060 3.2544 -0.5012  C2 1.215
5 H 0.2954 0.7410 1.5487  C1 1.054
6 H 0.2492 2.2373 1.9455  C1 1.048
7 H 1.2915 1.9291 0.7066  C1 1.093
8 H -1.9291 1.5208 -1.6893  N3 1.063
9 H -1.0868 0.2260 -0.8236  N3 1.019
10 C 0.7702 -1.7151 -0.7369  C11 1.488, H12 1.004, H13 1.189, H14 1.130
11 C -0.1085 -2.0548 0.4155  C10 1.488, H15 1.075, H16 1.148, H17 1.053
12 H 0.5605 -0.9292 -1.3262  C10 1.004
13 H 1.9235 -1.5655 -0.4897  C10 1.189
14 H 0.8887 -2.6578 -1.3487  C10 1.130
15 H -1.0487 -1.5451 0.3062  C11 1.075
16 H 0.3099 -1.3644 1.2310  C11 1.148
17 H 0.0185 -3.0726 0.6548  C11 1.053

The LUMO energy comes out at 0.9 eV. As for the highest occupied orbital energy: -9.78 eV. As for the structure (SMILES): CC(N)=O.CC. The calculated total energy is -288.95720 Ha.

4.
Density functional theory data (wB97M-V/def2-TZVPD) for a 2-piece molecular cluster, C4H11NO overall.

Last columns: bonded neighbours and bond lengths (Å).
Element x y z (Å)
1 C 1.2014 1.6210 0.1074  C2 1.513, H5 1.078, H6 1.087, H7 1.086
2 C 0.2290 1.2395 1.2014  C1 1.513, N3 1.373, O4 1.216
3 N -0.5574 2.2815 1.6269  C2 1.373, H8 1.011, H9 1.005
4 O 0.2073 0.1799 1.7973  C2 1.216
5 H 1.1711 2.6827 -0.0765  C1 1.078
6 H 0.9217 1.0765 -0.7903  C1 1.087
7 H 2.1837 1.2500 0.3825  C1 1.086
8 H -1.2926 2.0037 2.2625  N3 1.011
9 H -0.8111 3.0708 1.0590  N3 1.005
10 C -1.0256 -1.6987 -1.3767  C11 1.552, H12 1.092, H13 1.088, H14 1.091
11 C 0.1787 -2.1870 -0.5278  C10 1.552, H15 1.086, H16 1.086, H17 1.091
12 H -0.7186 -1.6446 -2.4228  C10 1.092
13 H -1.9093 -2.3162 -1.2282  C10 1.088
14 H -1.2514 -0.6618 -1.1232  C10 1.091
15 H -0.0774 -2.8181 0.3184  C11 1.086
16 H 0.6652 -1.3321 -0.0679  C11 1.086
17 H 0.8854 -2.7472 -1.1423  C11 1.091

The LUMO energy comes out at 0.8 eV. As for the highest occupied orbital energy: -9.95 eV. As for the structure (SMILES): CC(N)=O.CC. The calculated total energy is -289.00779 Ha.

5.
Density functional theory data (wB97M-V/def2-TZVPD) for a 2-piece molecular cluster, C4H11NO overall.

Last columns: bonded neighbours and bond lengths (Å).
Element x y z (Å)
1 C 3.0060 -0.8052 -1.1554  C2 1.463, H5 1.038, H6 1.061, H7 1.065
2 C 1.9556 0.1682 -0.8573  C1 1.463, N3 1.400, O4 1.226
3 N 0.6877 -0.0801 -1.3960  C2 1.400, H8 1.027, H9 0.997
4 O 2.0525 1.0466 -0.0081  C2 1.226
5 H 3.2444 -0.9516 -2.1548  C1 1.038
6 H 2.7736 -1.8142 -0.9262  C1 1.061
7 H 3.9504 -0.6468 -0.6888  C1 1.065
8 H -0.0425 0.6276 -1.2523  N3 1.027
9 H 0.3597 -0.8921 -1.8722  N3 0.997
10 C -1.5571 0.1251 1.3987  C11 1.500, H12 1.055, H13 1.138, H14 1.083
11 C -2.9209 0.6971 1.1489  C10 1.500, H15 1.182, H16 1.072, H17 1.094
12 H -0.8878 0.9407 1.3757  C10 1.055
13 H -1.4624 -0.3650 2.4218  C10 1.138
14 H -1.2467 -0.6111 0.6675  C10 1.083
15 H -3.7621 -0.1319 1.1108  C11 1.182
16 H -3.0333 1.2659 0.2474  C11 1.072
17 H -3.1170 1.4269 1.9405  C11 1.094

The LUMO energy comes out at 0.8 eV. As for the highest occupied orbital energy: -9.90 eV. As for the structure (SMILES): CC(N)=O.CC. The calculated total energy is -288.98946 Ha.

6.
Density functional theory data (wB97M-V/def2-TZVPD) for C4H11NO in the gas phase.

Last columns: bonded neighbours and bond lengths (Å).
Element x y z (Å)
1 C -0.5274 -0.6572 -2.3254  C2 1.516, H7 1.093, H8 1.092, H9 1.084
2 C -0.3859 -0.9578 -0.8464  C1 1.516, N3 1.436, H10 1.093, H11 1.099
3 N 0.8058 -0.3475 -0.3270  C2 1.436, C4 1.438, H12 1.002
4 C 1.0184 0.1823 0.9932  N3 1.438, C5 1.503, H13 1.098, H14 1.095
5 C -0.1448 0.9905 1.4950  C4 1.503, O6 1.419, H15 1.101, H16 1.094
6 O 0.0538 1.4471 2.8239  C5 1.419, H17 0.959
7 H -0.5083 0.4249 -2.4770  C1 1.093
8 H 0.3757 -1.0848 -2.7668  C1 1.092
9 H -1.4216 -1.0449 -2.8000  C1 1.084
10 H -1.2064 -0.5191 -0.2724  C2 1.093
11 H -0.4113 -2.0222 -0.5758  C2 1.099
12 H 1.5396 -0.3939 -1.0081  N3 1.002
13 H 1.3141 -0.5946 1.7102  C4 1.098
14 H 1.8555 0.8783 0.8779  C4 1.095
15 H -1.0989 0.4430 1.4385  C5 1.101
16 H -0.4428 1.8086 0.8324  C5 1.094
17 H -0.8156 1.4472 3.2278  O6 0.959

The LUMO energy comes out at 0.9 eV. As for the highest occupied orbital energy: -8.18 eV. As for the structure (SMILES): CCNCCO. The calculated total energy is -288.95616 Ha.

7.
Density functional theory data (wB97M-V/def2-TZVPD) for C4H11NO in the gas phase.

Last columns: bonded neighbours and bond lengths (Å).
Element x y z (Å)
1 C 0.3068 1.5030 0.1705  C2 1.587, H7 1.123, H8 1.078, H9 1.159
2 C 0.3396 -0.0710 -0.0319  C1 1.587, C3 1.477, N4 1.470, C5 1.597
3 C 0.2087 -0.8594 1.2103  C2 1.477, H10 1.123, H11 1.194, H12 1.043
4 N 1.5807 -0.4447 -0.7244  C2 1.470, H13 0.979, H14 1.019
5 C -0.9622 -0.4207 -0.8891  C2 1.597, O6 1.419, H15 1.105, H16 1.226
6 O -2.1271 -0.0850 -0.1513  C5 1.419, H17 0.927
7 H 1.2638 2.0897 0.1472  C1 1.123
8 H -0.3598 1.7329 -0.6453  C1 1.078
9 H -0.2620 1.8282 1.1260  C1 1.159
10 H 1.2234 -1.1522 1.5936  C3 1.123
11 H -0.1555 -0.2016 2.1382  C3 1.194
12 H -0.5072 -1.6175 1.2479  C3 1.043
13 H 1.7153 0.1438 -1.4947  N4 0.979
14 H 1.4688 -1.4006 -1.0594  N4 1.019
15 H -1.0476 -1.5113 -1.0453  C5 1.105
16 H -0.8249 -0.0848 -2.0601  C5 1.226
17 H -1.8608 0.5512 0.4678  O6 0.927

The LUMO energy comes out at 0.9 eV. As for the highest occupied orbital energy: -9.49 eV. As for the structure (SMILES): CC(C)(N)CO. The calculated total energy is -288.94100 Ha.

8.
Density functional theory data (wB97M-V/def2-TZVPD) for a 2-piece molecular cluster, C4H11NO overall.

Last columns: bonded neighbours and bond lengths (Å).
Element x y z (Å)
1 C 0.6721 0.6155 -0.3117  C2 1.534, C5 1.562, H6 1.082, H7 1.086
2 C 1.2803 -0.1827 -1.4724  C1 1.534, C3 1.544, H8 1.095, H9 1.093
3 C 0.6371 -1.5853 -1.4196  C2 1.544, N4 1.479, H10 1.084, H11 1.089
4 N -0.5199 -1.4700 -0.5052  C3 1.479, C5 1.432, H12 1.010
5 C -0.1121 -0.4936 0.4594  C1 1.562, N4 1.432, H13 1.085, H14 1.091
6 H 0.0664 1.4502 -0.6396  C1 1.082
7 H 1.4651 0.9650 0.3421  C1 1.086
8 H 1.1189 0.2848 -2.4488  C2 1.095
9 H 2.3715 -0.2082 -1.4170  C2 1.093
10 H 0.2464 -1.9476 -2.3632  C3 1.084
11 H 1.3233 -2.3159 -0.9942  C3 1.089
12 H -1.3656 -1.2357 -1.0054  N4 1.010
13 H -0.8770 -0.0836 1.1098  C5 1.085
14 H 0.5967 -0.9549 1.1493  C5 1.091
15 O -2.4029 2.6889 3.4107  H16 0.962, H17 0.973
16 H -2.3414 2.6937 2.4504  O15 0.962
17 H -2.1590 1.7792 3.6554  O15 0.973

The LUMO energy comes out at 0.7 eV. As for the highest occupied orbital energy: -8.93 eV. As for the structure (SMILES): C1CCNC1.O. The calculated total energy is -288.97925 Ha.

9.
Density functional theory data (wB97M-V/def2-TZVPD) for C4H11NO in the gas phase.

Last columns: bonded neighbours and bond lengths (Å).
Element x y z (Å)
1 N 0.0344 2.0795 0.7192  C2 1.452, H7 1.003, H8 1.008
2 C 1.0946 1.0912 0.6269  N1 1.452, C3 1.526, H9 1.092, H10 1.093
3 C 0.7644 -0.3772 0.8763  C2 1.526, C4 1.545, H11 1.094, H12 1.091
4 C -0.6000 -0.8136 0.2970  C3 1.545, C5 1.510, H13 1.095, H14 1.093
5 C -0.7720 -0.6048 -1.1888  C4 1.510, O6 1.424, H15 1.091, H16 1.093
6 O -0.0082 -1.5339 -1.9504  C5 1.424, H17 0.947
7 H -0.5416 2.0315 1.5387  N1 1.003
8 H -0.5798 2.0606 -0.0804  N1 1.008
9 H 1.8876 1.3786 1.3211  C2 1.092
10 H 1.4905 1.1518 -0.3899  C2 1.093
11 H 1.4177 -1.0402 0.3018  C3 1.094
12 H 0.7700 -0.5891 1.9463  C3 1.091
13 H -0.6624 -1.9026 0.3876  C4 1.095
14 H -1.4305 -0.4110 0.8826  C4 1.093
15 H -1.8272 -0.7232 -1.4408  C5 1.091
16 H -0.4762 0.3989 -1.5061  C5 1.093
17 H -0.5614 -2.1964 -2.3412  O6 0.947

The LUMO energy comes out at 0.9 eV. As for the highest occupied orbital energy: -9.11 eV. As for the structure (SMILES): NCCCCO. The calculated total energy is -288.97514 Ha.

10.
Density functional theory data (wB97M-V/def2-TZVPD) for a 2-piece molecular cluster, C4H11NO overall.

Last columns: bonded neighbours and bond lengths (Å).
Element x y z (Å)
1 C 0.5238 -2.2182 -0.8546  C2 1.526, H6 1.097, H7 1.091, H8 1.120
2 C -0.5703 -1.1683 -0.6809  C1 1.526, C3 1.336, H9 1.080
3 C -0.4776 0.1627 -0.6023  C2 1.336, C4 1.497, H10 1.091
4 C -1.6994 1.0174 -0.4721  C3 1.497, N5 1.484, H11 1.103, H12 1.099
5 N -1.5528 2.1526 0.4727  C4 1.484, H13 1.020, H14 1.020
6 H 1.0805 -2.2488 -1.7998  C1 1.097
7 H 0.2162 -3.1730 -0.4260  C1 1.091
8 H 1.3077 -1.9104 -0.1157  C1 1.120
9 H -1.5200 -1.6263 -0.9138  C2 1.080
10 H 0.4394 0.7528 -0.6385  C3 1.091
11 H -2.5668 0.4060 -0.1717  C4 1.103
12 H -1.9136 1.5252 -1.4234  C4 1.099
13 H -1.3784 1.7467 1.3925  N5 1.020
14 H -0.6390 2.5588 0.2724  N5 1.020
15 O 2.5021 0.7927 1.8868  H16 0.965, H17 0.970
16 H 3.1430 1.1145 2.5324  O15 0.965
17 H 3.1052 0.1155 1.5420  O15 0.970

The LUMO energy comes out at 0.7 eV. As for the highest occupied orbital energy: -9.12 eV. As for the structure (SMILES): C/C=C/CN.O. The calculated total energy is -288.94808 Ha.

11.
Density functional theory data (wB97M-V/def2-TZVPD) for C4H11NO in the gas phase.

Last columns: bonded neighbours and bond lengths (Å).
Element x y z (Å)
1 C 2.6305 -0.6287 -0.0461  O2 1.434, H7 1.090, H8 1.164, H9 1.154
2 O 1.2843 -0.3032 -0.4184  C1 1.434, C3 1.423
3 C 0.7047 0.8854 0.1066  O2 1.423, C4 1.494, H10 1.074, H11 1.118
4 C -0.7290 0.8206 -0.3072  C3 1.494, C5 1.564, H12 1.123, H13 1.100
5 C -1.3798 -0.5521 0.0638  C4 1.564, N6 1.445, H14 1.128, H15 1.095
6 N -2.7945 -0.4510 -0.2143  C5 1.445, H16 1.001, H17 1.015
7 H 3.0311 -1.3933 -0.7111  C1 1.090
8 H 3.2606 0.3416 -0.1781  C1 1.164
9 H 2.7430 -1.0234 1.0325  C1 1.154
10 H 1.1336 1.7547 -0.3550  C3 1.074
11 H 0.7736 0.9615 1.2201  C3 1.118
12 H -0.8827 1.0876 -1.3873  C4 1.123
13 H -1.1575 1.6381 0.2914  C4 1.100
14 H -0.8682 -1.3798 -0.5064  C5 1.128
15 H -1.1690 -0.6617 1.1329  C5 1.095
16 H -3.2744 0.2200 0.3524  N6 1.001
17 H -3.3065 -1.3162 -0.0759  N6 1.015

The LUMO energy comes out at 1.1 eV. As for the highest occupied orbital energy: -9.04 eV. As for the structure (SMILES): COCCCN. The calculated total energy is -288.95520 Ha.

12.
Density functional theory data (wB97M-V/def2-TZVPD) for a 2-piece molecular cluster, C4H11NO overall.

Last columns: bonded neighbours and bond lengths (Å).
Element x y z (Å)
1 C -2.7324 1.3357 -0.6991  C2 1.322, H4 1.082, H5 1.087
2 C -2.4545 0.0434 -0.7240  C1 1.322, O3 1.362, H6 1.088
3 O -1.4640 -0.5099 0.0295  C2 1.362, H7 0.967
4 H -3.4866 1.7353 -1.3639  C1 1.082
5 H -2.1536 2.0351 -0.1012  C1 1.087
6 H -3.0329 -0.6489 -1.3319  C2 1.088
7 H -1.5755 -1.4700 0.0432  O3 0.967
8 C 2.1175 -0.1066 1.7028  C9 1.538, H11 1.087, H12 1.086, H13 1.084
9 C 2.4288 -0.6840 0.3122  C8 1.538, N10 1.447, H14 1.097, H15 1.098
10 N 1.7921 0.0893 -0.7319  C9 1.447, H16 1.012, H17 1.018
11 H 3.0473 0.0060 2.2552  C8 1.087
12 H 1.4999 -0.7903 2.2773  C8 1.086
13 H 1.5737 0.8253 1.5987  C8 1.084
14 H 2.1766 -1.7516 0.2843  C9 1.097
15 H 3.5156 -0.6526 0.1619  C9 1.098
16 H 0.7952 0.1625 -0.5732  N10 1.012
17 H 1.9040 -0.3624 -1.6371  N10 1.018

The LUMO energy comes out at 0.6 eV. As for the highest occupied orbital energy: -8.91 eV. As for the structure (SMILES): C=CO.CCN. The calculated total energy is -288.95242 Ha.

no.,gap between HOMO and LUMO (eV)
1,10.428
2,9.616
3,10.643
4,10.790
5,10.728
6,9.119
7,10.368
8,9.599
9,9.988
10,9.770
11,10.138
12,9.555